[1]
13
Properties=species:S:1:pos:R:3:mulliken_charge:R:1 method="wB97M-V/def2-TZVPD" multiplicity=1 gap_ha=0.3628 homo_energy_ev=-9.29
C -1.7592 -1.7923 -0.3690 0.280
C -0.8899 -0.9760 -0.1590 -1.560
C 0.2603 -0.0845 0.1275 1.701
C -0.3236 1.2305 0.7829 -0.908
C 0.7557 0.5825 -1.1507 -0.913
C 1.2658 -0.7654 0.9221 -0.062
H -2.5168 -2.5370 -0.4312 0.489
H 0.3409 1.6025 1.5352 0.411
H -1.3530 1.0523 1.2068 0.367
H 1.8026 0.8728 -1.0817 0.393
H 0.5385 0.0311 -2.0775 0.380
N 2.1291 -1.2832 1.4851 -0.429
S -0.2505 2.0668 -0.7905 -0.149

[2]
13
Properties=species:S:1:pos:R:3:mulliken_charge:R:1 method="wB97M-V/def2-TZVPD" multiplicity=1 charge=-1 gap_ha="0.1878 / 0.2072" homo_energy_ev="-1.70 / -2.06"
C -2.4554 -0.1840 -0.6898 -0.389
C -2.5965 1.1474 -0.6951 0.414
C 0.6188 0.6169 -0.0687 -0.941
C -1.4724 -0.8795 0.1028 0.563
C 1.2753 0.0916 -1.0528 -0.467
C -0.4762 0.1053 0.6960 -0.203
O -2.8401 2.3259 -1.0540 -0.552
O -1.5577 -2.1101 0.1544 -0.669
H -3.0699 -0.8736 -1.2926 0.324
H 1.1217 -0.9847 -1.4062 0.218
H 2.1376 0.6415 -1.3963 0.260
H -0.0364 -0.2551 1.6303 0.380
H -1.1809 1.0040 0.7582 0.062

Calculated values (a.u.) of total energy for the records, taken in order: -684.4623 -381.9763.
Calculated values (kcal/mol) of relative energy (zero: lowest compared OMol25 entry of this formula, charge and spin) for the records, taken in order: 43.3 94.2.